{"formula": "C10H10NO3Si", "method": "ωB97M-V with the def2-TZVPD basis set", "smiles": "Cc1ccc2c(c1/N=C/[O-])[Si@@H](C)OC2=O", "lumo_ev": 3.274, "e_tot_ha": -957.1007, "e_homo_ev": -4.01, "total_charge": -1, "gap_ha": 0.2676, "species": ["C", "C", "C", "C", "C", "C", "C", "C", "C", "C", "N", "O", "O", "O", "Si", "H", "H", "H", "H", "H", "H", "H", "H", "H", "H"], "positions_angstrom": [[-1.032297, 1.639500, -1.556520], [1.926334, -1.652923, 1.044048], [1.424738, -2.164980, -0.170666], [1.283470, -0.477279, 1.479442], [0.538318, -1.562496, -1.081839], [0.002867, -0.290109, -0.816563], [0.523213, 0.328591, 0.624757], [1.688895, 0.226244, 2.683380], [0.311478, -2.211530, -2.375557], [-1.555284, 2.342485, 1.716222], [-0.810900, 0.361938, -1.697683], [2.337478, -0.203369, 3.637641], [-1.879171, 2.320482, -2.177291], [1.127327, 1.465391, 2.688270], [0.235667, 1.980122, 1.358120], [2.472993, -2.250768, 1.848994], [1.546277, -3.264597, -0.512599], [1.138583, -2.149945, -3.011735], [0.051432, -3.306065, -2.414082], [-0.554782, -1.674033, -2.932708], [-1.825236, 1.938884, 2.629034], [-1.539528, 3.358668, 1.521942], [-2.254760, 1.962491, 0.966021], [-0.365385, 2.131579, -0.710766], [1.215959, 2.994361, 0.860083]], "forces_ev_per_angstrom": [[-1.1, 1.5, 0.2], [-1.5, -1.6, 0.7], [0.1, -2.2, 0.0], [1.0, 0.6, -2.6], [0.4, 1.0, 1.5], [1.7, 1.8, 3.3], [-1.7, -2.6, -4.0], [-0.1, 0.2, 2.4], [-3.5, -0.5, -1.7], [1.0, -1.0, -2.4], [0.7, -1.4, 0.4], [-0.8, 0.8, -1.7], [1.4, -0.4, 1.0], [0.6, 0.3, 2.0], [0.8, -1.8, -0.6], [-0.6, 0.7, -1.6], [0.8, 1.7, 0.9], [1.5, 0.4, -1.0], [0.1, 0.8, 0.7], [1.4, -0.8, 1.0], [-0.6, -0.1, 2.2], [-0.8, 2.5, 0.7], [0.5, -0.3, -0.1], [-0.8, 0.0, -1.3], [-0.8, 0.3, 0.0]]}



{"formula": "C27H20Cl4GdN7O2S2", "method": "ωB97M-V with the def2-TZVPD basis set", "multiplicity": 8, "lumo_ev": [-1.156, -2.891], "e_tot_ha": -4977.5715, "e_homo_ev": [-7.41, -7.34], "gap_ha": [0.2299, 0.1635], "species": ["Gd", "Cl", "C", "C", "C", "N", "C", "O", "C", "C", "C", "C", "C", "N", "C", "C", "C", "Cl", "N", "C", "O", "C", "C", "C", "C", "C", "N", "H", "H", "H", "H", "H", "H", "H", "H", "H", "H", "C", "S", "C", "S", "N", "N", "C", "C", "C", "C", "C", "C", "N", "H", "H", "H", "H", "H", "H", "H", "H", "Cl", "C", "Cl", "H", "H"], "positions_angstrom": [[0.432669, -0.901627, 0.134842], [-4.834175, -1.915114, -4.854091], [-3.373389, -1.430030, -4.095716], [-3.228319, -1.601109, -2.716414], [-2.020449, -1.212323, -2.055056], [-1.693852, -1.450985, -0.689001], [-2.737857, -1.874554, 0.152305], [-3.916005, -1.982635, -0.128516], [-2.234787, -2.181291, 1.545489], [-3.152166, -2.719435, 2.459026], [-2.755682, -2.889173, 3.750729], [-1.478505, -2.549655, 4.131797], [-0.637369, -1.911138, 3.217419], [-0.991042, -1.764176, 1.920970], [-0.972448, -0.675448, -2.824560], [-1.125589, -0.537030, -4.214287], [-2.364355, -0.846203, -4.811978], [-2.568884, -0.597974, -6.492607], [0.274765, -0.357511, -2.149899], [0.996508, 0.729995, -2.608655], [0.592488, 1.542366, -3.485529], [2.304189, 1.037056, -1.833917], [3.316963, 1.820655, -2.393079], [4.537464, 1.865687, -1.774303], [4.766394, 1.159078, -0.620374], [3.682641, 0.510953, -0.076822], [2.477890, 0.497704, -0.649180], [-3.957100, -2.055817, -2.069763], [-4.197504, -2.934753, 2.192783], [-3.452469, -3.337814, 4.454704], [-1.129062, -2.769422, 5.155373], [0.396662, -1.541875, 3.444473], [-0.386328, -0.035808, -4.793288], [3.096094, 2.367779, -3.291670], [5.344331, 2.403069, -2.246938], [5.673184, 1.233462, -0.048885], [3.632028, 0.020303, 0.872404], [4.556574, -3.761207, 3.129407], [4.160230, -2.139946, 3.769724], [3.036616, -1.575325, 2.587237], [2.539144, -2.464332, 1.154969], [2.505235, -0.447066, 2.995811], [1.490833, 0.161429, 2.219471], [1.272575, 1.404090, 2.434504], [0.117604, 1.992917, 1.801289], [-0.463661, 3.075692, 2.356993], [-1.723743, 3.518611, 1.921612], [-2.357640, 2.817341, 0.876298], [-1.686918, 1.689838, 0.385315], [-0.495389, 1.288117, 0.786596], [4.330048, -4.535080, 3.858070], [5.614142, -3.856852, 2.888973], [4.056631, -4.031991, 2.229357], [1.702853, 1.948038, 3.254960], [-0.082222, 3.545594, 3.255383], [-2.261452, 4.266099, 2.498853], [-3.331224, 3.069009, 0.441659], [-2.066024, 1.181156, -0.468854], [-1.217734, 4.752678, -1.958254], [-1.818377, 4.000340, -3.473083], [-2.935512, 2.622703, -3.298428], [-1.004357, 3.607899, -4.086549], [-2.255192, 4.755012, -4.069105]], "forces_ev_per_angstrom": [[0.8, 0.0, -0.6], [-0.4, -0.1, 0.0], [-0.2, -0.1, 1.6], [1.3, 0.3, 0.5], [-0.2, -0.6, -0.3], [-2.5, -0.5, 0.4], [2.4, 0.6, -1.4], [-0.3, -0.2, 0.7], [-0.3, 0.5, 0.8], [-0.4, 0.5, -1.0], [-0.1, -0.7, 0.7], [1.1, 0.4, 0.8], [0.6, -0.3, -0.5], [-1.6, -0.6, 0.7], [1.1, 0.4, -0.5], [-1.6, 0.1, 0.7], [1.6, 0.0, 0.1], [0.2, 0.3, -0.6], [0.1, 1.0, -1.0], [-2.0, 1.1, -0.3], [1.5, -1.3, 1.4], [-0.2, 0.3, -1.2], [-1.0, -0.3, -0.3], [0.7, 0.3, -0.7], [-0.4, 0.0, 0.9], [-0.8, 0.3, 0.4], [-0.4, -1.1, -0.1], [-0.4, 0.0, -0.5], [0.8, 0.1, -0.3], [0.2, 0.1, 0.0], [-0.2, 0.4, -0.7], [-1.2, -0.6, 0.1], [0.4, 0.0, -0.3], [0.1, 0.0, -0.3], [0.1, 0.3, 0.0], [0.4, -0.2, -0.2], [0.8, -0.1, 0.4], [1.1, -0.8, 0.5], [0.4, -0.4, -0.2], [-2.3, 0.6, -0.8], [0.5, 0.0, 0.5], [-0.3, 1.1, -0.1], [1.7, -0.7, 0.1], [-0.2, -1.3, 0.5], [-0.7, -1.3, -1.4], [-1.6, 1.6, 0.7], [-0.8, -1.2, -0.7], [0.6, 0.3, 0.9], [0.3, 1.1, -0.5], [0.6, 0.8, 1.2], [-0.1, 0.1, 0.2], [0.1, 0.3, 0.2], [-0.7, 0.2, -0.6], [0.7, 0.2, 0.2], [0.4, 0.0, -0.2], [0.2, 0.2, -0.4], [0.5, 0.0, 0.4], [-0.5, -0.6, -0.4], [-0.3, -0.5, -0.6], [0.8, -0.9, -0.3], [0.1, 0.5, 0.4], [0.3, 0.0, 0.7], [-0.9, 0.8, -0.2]]}



{"formula": "CH4N2O2", "method": "ωB97M-V with the def2-TZVPD basis set", "smiles": "O=NO.C=N", "lumo_ev": -0.387, "e_tot_ha": -300.3460, "e_homo_ev": -9.86, "gap_ha": 0.3481, "species": ["C", "N", "N", "O", "O", "H", "H", "H", "H"], "positions_angstrom": [[0.111462, -0.380110, 0.873244], [-0.504741, 0.134119, -0.040747], [3.545372, 0.194568, 0.034212], [2.663558, 1.177508, -0.437067], [3.271148, -0.917192, -0.316957], [-0.369488, -1.184154, 1.279250], [1.090571, -0.073091, 1.177065], [0.038683, 0.874075, -0.567187], [2.717886, 1.885304, 0.116657]], "forces_ev_per_angstrom": [[2.0, 0.2, 0.9], [-1.2, 2.7, -4.1], [0.0, -2.2, 0.2], [-1.1, -4.3, -3.1], [0.2, 3.3, 0.2], [-0.9, -2.2, 1.9], [0.7, -0.1, 0.4], [-0.7, -0.8, 1.0], [0.9, 3.3, 2.7]]}



Per-record energy above the lowest of the compared OMol25 structures with the same formula, charge and spin, kcal/mol: 0.0 5.5 88.9
Per-record molecular weight, g/mol: 220.3 837.7 76.1